1.
Formula: C4H7N3O
Source: the OMol25 dataset
Level of theory: ωB97M-V/def2-TZVPD

Output
ΔE to the lowest compared entry with this formula, charge and spin ... 213.6 kcal/mol
Lowest unoccupied orbital energy ... 0.640 eV
SMILES ... [H]/N=C1/NNC[C@H]2O[C@H]12
Gap between HOMO and LUMO ... 0.344 hartree
Energy ... -10770.485 eV

Geometry as XYZ:
```
15
C4H7N3O | the OMol25 dataset | ωB97M-V/def2-TZVPD
C -1.3759 -0.0852 -0.3589
C 1.5183 0.0959 0.5108
C 0.4618 1.0597 0.2340
C -0.5102 0.9052 -0.8793
H -2.9728 0.6218 0.8098
H -0.8038 -2.3779 -0.1837
H 1.6686 -1.4975 -0.8429
H 1.4574 -0.0015 1.7217
H 2.6462 0.3681 0.0401
H -0.2184 0.7970 1.0603
H 0.1548 0.7927 -1.7573
N -2.3836 -0.2203 0.6278
N -0.4854 -1.3632 -0.6239
N 0.9742 -1.1605 -0.0584
O -0.1314 2.0658 -0.3001
```

=====

2.
Formula: C4H12N3
Source: the OMol25 dataset
Level of theory: ωB97M-V/def2-TZVPD

Output
ΔE to the lowest compared entry with this formula, charge and spin ... 57.8 kcal/mol
Lowest unoccupied orbital energy ... -3.851 eV
SMILES ... CCCNC(N)=[NH2+]
Total charge ... +1
Gap between HOMO and LUMO ... 0.379 hartree
Energy ... -8805.228 eV

Geometry as XYZ:
```
19
C4H12N3 | the OMol25 dataset | ωB97M-V/def2-TZVPD
C 0.2232 -0.8376 -1.8884
C -0.8071 0.1821 -1.6528
C -1.3014 -0.1190 -0.1047
N -0.2692 -0.5965 0.6807
C 0.4095 0.2713 1.4933
N 0.3602 1.6494 1.1982
N 1.3454 -0.3733 2.2053
H -0.1752 -1.8556 -1.7965
H 0.5860 -0.8465 -2.9347
H 1.1600 -0.7732 -1.2873
H -1.6400 0.3829 -2.3125
H -0.3736 1.2401 -1.4814
H -2.0465 -0.7739 0.1286
H -1.6942 0.7800 0.1552
H -0.1834 -1.5867 0.8778
H -0.7206 1.9839 1.0417
H 1.2253 2.2246 1.2875
H 2.0564 0.1481 2.7324
H 1.8451 -1.1000 1.6576
```

=====

3.
Formula: C9H17O3P
Source: the OMol25 dataset
Level of theory: ωB97M-V/def2-TZVPD

Output
ΔE to the lowest compared entry with this formula, charge and spin ... 17.8 kcal/mol
Lowest unoccupied orbital energy ... 5.486 eV
Total charge ... -2
Gap between HOMO and LUMO ... 0.192 hartree
Energy ... -25038.992 eV

Geometry as XYZ:
```
30
C9H17O3P | the OMol25 dataset | ωB97M-V/def2-TZVPD
C -1.6087 0.6715 -1.4587
C -2.3208 0.8870 -0.3819
C -1.7869 1.5199 0.8376
C -3.8821 0.6994 -0.4423
C 2.0874 -1.0127 -2.3362
C 1.6062 -1.3854 2.4570
C 1.4521 -1.4814 -1.0156
C 0.7539 -0.9669 1.2194
C 1.5613 -0.6864 0.0194
O 2.7709 1.1617 1.6053
O 3.3918 1.2511 -0.8454
O 0.9717 1.7650 -0.0096
P 2.2984 1.0145 0.1973
H -0.5576 0.8890 -1.4082
H -1.8275 1.0038 1.7089
H -0.6452 1.7833 0.8225
H -2.4314 2.4628 0.9990
H -4.1541 0.6420 0.6688
H -4.0128 -0.2798 -0.8474
H -4.5072 1.3112 -1.0530
H 1.3113 -0.6695 -2.9244
H 2.6459 -1.9195 -2.7501
H 2.7427 -0.1777 -2.2020
H 2.0025 -2.4005 2.2571
H 2.4052 -0.7614 2.5348
H 0.9663 -1.6095 3.2812
H 0.6371 -2.2620 -1.0174
H -2.0436 0.3911 -2.4760
H 0.1057 -0.1335 1.5573
H 0.0674 -1.7070 1.0026
```